Model a:
Density functional theory data (ωB97M-V/def2-TZVPD) for a cluster of 2 separate species, CH3I2NS in total.

## Properties
E_LUMO (spin up / spin down): -3.256 / -3.250 eV

Last column: Löwdin charge in e.
Cartesian coordinates (Å):
I 1.06589 -3.49967 0.99936  0.293
I 0.39490 1.57432 2.97148  0.881
S 0.48980 -2.43059 3.01530  -0.308
N -0.14931 0.36456 1.57714  -0.635
C 0.63053 0.06461 0.48460  -0.419
H 0.29087 -0.89189 -0.00097  0.012
H 0.53657 0.83474 -0.34636  0.123
H 1.66772 -0.15480 0.73372  0.053

---

Model b:
Density functional theory data (ωB97M-V/def2-TZVPD) for a structure of composition CH3I2NS.

## Properties
E_LUMO (spin up / spin down): -1.932 / -1.931 eV

Last column: Löwdin charge in e.
Cartesian coordinates (Å):
I 1.06028 -2.42148 -0.70144  0.411
I 0.23576 0.43691 -2.98883  0.288
S -0.81225 -0.98405 -1.20986  -0.110
N -1.18130 0.14353 0.32488  -0.372
C -0.04624 0.60080 0.98640  -0.375
H 0.51521 1.35006 0.41215  0.060
H -0.41490 1.07602 1.89428  0.083
H 0.64344 -0.20178 1.28243  0.015

---

Which is the most stable structure? model b is the most stable.

---

Model a:
Density functional theory data (ωB97M-V/def2-TZVPD) for an isolated molecule of C4H7N3.

## Properties
E_LUMO (spin up / spin down): 0.345 / 0.346 eV
SMILES string: CN=C=N/C=C\N

Last column: Löwdin charge in e.
Cartesian coordinates (Å):
N -1.07345 -1.13331 0.30888  0.055
N -0.48016 1.80111 0.59665  0.047
N 1.30417 0.65696 -0.40644  0.041
C 0.62536 1.20416 0.45305  -0.217
C -1.63262 1.25168 0.14200  -0.197
C 2.28442 -0.38150 -0.32668  -0.134
C -1.72692 -0.05879 -0.26527  -0.175
H 2.61884 -0.58242 0.69531  0.078
H -1.49111 -2.04634 0.24758  0.089
H -2.64178 -0.34076 -0.76692  0.097
H 1.85976 -1.30664 -0.72808  0.076
H 3.14796 -0.10127 -0.92846  0.072
H -0.33652 -0.90467 0.96294  0.076
H -2.45797 1.94180 0.01545  0.093

---

Model b:
Density functional theory data (ωB97M-V/def2-TZVPD) for a cluster of 2 separate species, C4H7N3 in total.

## Properties
E_LUMO: 0.243 eV
SMILES string: [H]/N=C/C#N.C=CN

Last column: Löwdin charge in e.
Cartesian coordinates (Å):
N 1.92053 0.95605 -0.94589  0.127
N -1.76409 0.71978 -0.86760  0.049
N 3.94149 -1.23064 0.69184  0.155
C 1.86157 0.16163 -0.02541  -0.284
C -1.91436 0.13388 0.33063  -0.345
C -1.26813 -0.98377 0.68994  -0.088
C 2.98935 -0.62860 0.44258  -0.176
H -2.72091 0.57823 0.96728  0.124
H -0.69085 -1.58450 -0.05920  0.060
H 0.93756 -0.07511 0.53670  0.072
H -1.11401 0.18550 -1.42922  0.098
H 1.14994 1.57635 -1.17377  0.061
H -1.20650 -1.43974 1.72792  0.068
H -2.12159 1.63095 -0.88579  0.076

---

Model c:
Density functional theory data (ωB97M-V/def2-TZVPD) for an isolated molecule of C4H7N3.

## Properties
E_LUMO: -0.136 eV

Last column: Löwdin charge in e.
Cartesian coordinates (Å):
N 2.72369 -0.00082 0.34951  0.039
N 2.02065 0.05387 1.40815  -0.116
N 0.75796 -0.20391 1.28900  0.021
C -1.86527 0.71050 0.11492  -0.101
C -1.09486 -0.53535 -0.30571  -0.215
C 0.37220 -0.32412 -0.02051  -0.455
C 1.16071 -0.14910 -1.06711  0.200
H 3.66494 0.35150 0.62160  0.099
H -1.36215 -1.42078 0.27502  0.115
H -1.52854 1.00926 1.11032  0.069
H -1.29486 -0.76828 -1.36111  0.109
H -1.67146 1.53941 -0.57727  0.081
H -2.93922 0.51425 0.13270  0.072
H 1.05623 -0.77643 -1.96950  0.082

---

Which is the most stable structure? model b is the most stable.

---

Model a:
Density functional theory data (ωB97M-V/def2-TZVPD) for a structure of composition C4H7N3.

## Properties
E_LUMO (spin up / spin down): 0.862 / 0.862 eV

Last column: Löwdin charge in e.
Cartesian coordinates (Å):
N -0.52649 0.30313 1.17889  -0.024
N -0.19800 -1.92757 -1.37317  -0.238
N -0.28236 -2.21470 -0.17824  0.061
C 0.54716 0.37551 -1.12211  -0.102
C -0.19434 -0.60488 -1.88574  -0.132
C -0.04952 0.00840 -0.01250  -0.188
C 0.06272 1.43623 1.88563  -0.072
H 0.01517 -2.65206 -2.07377  0.133
H -0.77568 -0.50958 1.73353  0.123
H 1.10118 1.19922 2.15159  0.087
H -0.49437 1.65756 2.79796  0.080
H 1.29422 1.10411 -1.42952  0.092
H -0.56237 -0.48570 -2.90305  0.092
H 0.06267 2.31034 1.23051  0.089

---

Model b:
Density functional theory data (ωB97M-V/def2-TZVPD) for an isolated molecule of C4H7N3.

## Properties
E_LUMO: 0.976 eV
SMILES string: C/N=C1/CC=NN1

Last column: Löwdin charge in e.
Cartesian coordinates (Å):
N 0.52756 -1.03480 0.03042  0.014
N 1.85204 -1.06742 -0.09065  0.029
N -1.25061 0.64128 -0.22127  -0.014
C -0.00201 0.22741 -0.11264  -0.351
C 2.26076 0.09158 -0.00697  -0.221
C 1.25481 1.16952 0.04295  -0.057
C -2.47014 -0.33351 0.04904  -0.132
H -3.31326 0.39797 -0.03601  0.045
H 3.29768 0.11214 -0.12444  0.090
H 1.27267 1.79676 1.04570  0.159
H 0.27452 -1.98729 -0.03803  0.132
H 1.28697 1.77031 -0.90219  0.127
H -2.61849 -1.19323 -0.79953  0.103
H -2.37250 -0.59071 1.16361  0.075

---

Model c:
Density functional theory data (ωB97M-V/def2-TZVPD) for an isolated molecule of C4H7N3.

## Properties
E_LUMO: 0.871 eV

Last column: Löwdin charge in e.
Cartesian coordinates (Å):
N 2.43270 -0.33132 0.45151  0.060
N -2.45515 -0.39675 -0.18629  0.105
N -0.70488 1.24106 0.04609  0.005
C -1.10325 -0.09116 -0.02659  -0.386
C 0.65545 1.44089 0.14996  -0.052
C 0.00373 -0.87231 -0.00821  -0.002
C 1.13503 0.06397 0.03835  -0.475
H 2.85436 -1.00816 -0.17520  0.079
H -1.34633 2.00069 -0.13184  0.131
H -2.64154 -1.38788 -0.10334  0.090
H 0.04612 -1.95448 -0.01210  0.103
H 1.15349 0.69621 -1.01018  0.174
H -3.06428 0.11750 0.43960  0.090
H 3.03456 0.48174 0.52824  0.077

---

Model d:
Density functional theory data (ωB97M-V/def2-TZVPD) for an isolated molecule of C4H7N3.

## Properties
E_LUMO: 0.289 eV
SMILES string: CC1=NN=N[C@H]1C

Last column: Löwdin charge in e.
Cartesian coordinates (Å):
N 1.11521 -1.01163 1.40828  0.021
N -0.82107 -1.70078 0.54172  0.088
N 0.36597 -1.99432 1.30741  0.000
C -0.72514 -0.47985 0.16334  -0.341
C -1.82502 0.21996 -0.56282  -0.028
C 0.56598 0.10838 0.64443  -0.345
C 1.59335 0.48854 -0.42608  -0.046
H 1.86077 -0.39502 -1.01338  0.088
H -2.64375 -0.48090 -0.73955  0.082
H 2.49927 0.85918 0.06051  0.079
H 0.39298 0.95249 1.32450  0.155
H -2.20102 1.05212 0.04398  0.087
H 1.21299 1.26157 -1.09933  0.078
H -1.49086 0.63523 -1.51962  0.082

---

Which is the most stable structure? model d is the most stable.